Record 1
19
Properties=species:S:1:pos:R:3:forces:R:3:lowdin_charge:R:1 method="wB97M-V/def2-TZVPD" energy_ha=-327.89496 lumo_energy_ev=1.19 relative_energy_kcal_mol=121.12 homo_lumo_gap_ha=0.3573 charge=0 max_force_ev_per_a=8.5 spin_multiplicity=1 e_homo_ev=-8.536 molar_mass_g_mol=109.172 smiles=N[C@@H]1[C@H]2C[C@H]2[C@H]2C[C@@H]12
N -0.429597 0.696828 2.182344 -3.0 2.3 7.6 -0.034
C 0.243799 0.331545 1.051458 4.9 -2.3 -1.8 -0.452
C 0.312703 1.218854 -0.149871 -1.0 1.6 -0.2 -0.242
C 1.208614 0.865891 -1.305150 1.1 -3.8 1.6 -0.049
C -0.349016 0.505872 -1.306152 4.2 5.1 -2.1 -0.191
C -0.711148 -0.835196 -0.980097 -2.1 0.9 1.0 -0.261
C 0.079097 -1.936981 -0.537798 1.1 0.4 2.4 -0.032
C -0.471421 -0.919483 0.540356 2.1 -0.5 -2.8 -0.118
H -0.428485 -0.065224 3.000290 0.2 2.2 -2.8 0.142
H -0.477271 1.684951 2.770904 0.9 -3.2 -2.9 0.162
H 1.344290 0.038154 1.282994 -1.2 0.4 -0.2 0.156
H -0.066190 2.241041 0.020793 0.7 -0.3 -0.2 0.143
H 1.865612 1.550089 -1.891741 -1.2 -0.5 0.3 0.099
H 1.744394 -0.221245 -1.093277 -0.8 3.3 -0.5 0.134
H -0.683840 1.306235 -1.995592 -1.4 -1.6 0.1 0.143
H -1.657119 -1.026873 -1.362177 -1.8 -0.8 -0.4 0.124
H -0.459650 -2.847117 -0.439775 0.0 -0.9 -0.4 0.097
H 1.152557 -1.961165 -0.687208 -0.1 -0.3 0.1 0.095
H -1.202892 -0.959654 1.241899 -2.7 -2.0 1.3 0.083

=====

Record 2
9
Properties=species:S:1:pos:R:3:forces:R:3:lowdin_charge:R:1 method="wB97M-V/def2-TZVPD" energy_ha=-1059.35596 lumo_energy_ev=6.25 relative_energy_kcal_mol=74.47 homo_lumo_gap_ha=0.2187 charge=-2 max_force_ev_per_a=3.6 spin_multiplicity=1 e_homo_ev=0.295 molar_mass_g_mol=139.072
C 1.349410 0.456712 -0.058663 1.6 2.2 0.1 -0.649
N 0.390061 0.856866 -0.767928 -0.2 1.3 -0.5 -0.072
O 2.856577 -1.868507 0.462812 -1.1 0.7 -0.1 -0.438
O 1.131794 -1.917715 -1.420258 -0.8 -0.1 -1.6 -0.408
O 0.344385 -1.955855 0.996719 -1.2 1.1 -1.6 -0.290
P 1.536330 -1.405051 -0.106881 1.9 -1.4 2.7 0.187
S 2.820430 2.039563 0.694179 -2.0 -2.2 -1.0 -0.389
H -0.509650 -1.800551 0.481311 1.6 -0.3 1.0 0.046
H 0.392863 1.892896 -0.990358 0.2 -1.3 0.9 0.013

=====

Record 3
10
Properties=species:S:1:pos:R:3:forces:R:3:lowdin_charge:R:1 method="wB97M-V/def2-TZVPD" energy_ha=-3515.77329 lumo_energy_ev="-3.67 / -3.68" relative_energy_kcal_mol=41.60 homo_lumo_gap_ha="0.2232 / 0.2225" charge=0 max_force_ev_per_a=4.2 spin_multiplicity=1 e_homo_ev="-9.744 / -9.732" molar_mass_g_mol=224.388
C -1.381377 -1.625300 0.937908 1.8 2.3 -1.1 -0.603
C 1.592145 0.625740 -0.964640 0.4 0.1 -1.1 -0.403
N 1.039453 1.430953 -0.159389 -2.0 0.3 1.4 -0.024
O -0.668695 -1.146427 0.065955 -2.3 -2.2 2.8 -0.084
O 0.842333 1.718558 1.001668 0.8 -0.7 -1.3 0.086
F 1.324753 0.820140 -2.237593 0.7 -1.0 0.6 0.124
F 2.636029 -0.177299 -0.713823 -1.5 1.4 -0.2 0.182
Cl -2.306013 -0.600734 2.087812 0.3 -0.1 -0.6 0.561
Br -1.531662 1.588566 -1.361201 1.4 0.2 0.5 0.084
H -1.546963 -2.634196 1.343302 0.4 -0.1 -1.0 0.077

=====

Record 4
172
Properties=species:S:1:pos:R:3:forces:R:3:lowdin_charge:R:1 method="wB97M-V/def2-TZVPD" energy_ha=-3664.45219 lumo_energy_ev=0.26 relative_energy_kcal_mol=0.00 homo_lumo_gap_ha=0.2932 charge=0 max_force_ev_per_a=4.8 spin_multiplicity=1 e_homo_ev=-7.718 molar_mass_g_mol=1048.353 smiles="CCOC(=O)C(F)(F)F.CCOC(=O)C(F)(F)F.CCOC(=O)C(F)(F)F.CCN(CC)CC.CCN(CC)CC.CCN(CC)CC.CCN(CC)CC.CCN(CC)CC.CC(C)=O.CC(C)=O"
C 0.697631 -3.110491 -1.110520 -1.1 -0.1 -0.6 -0.054
C 1.535566 -2.312296 -0.167075 0.5 0.1 1.0 -0.190
O 0.842228 -1.090039 0.250469 0.5 1.5 0.5 0.003
C 1.382586 -0.295954 1.214520 2.5 -3.3 2.0 -0.281
O 2.321550 -0.649264 1.985448 -3.3 1.7 -3.1 0.094
C 0.623399 1.047080 1.461253 0.6 -0.9 -0.2 -0.567
F -0.345457 1.255869 0.588790 -0.2 0.1 -0.1 0.174
F 0.117844 1.024718 2.692073 -0.2 0.0 0.1 0.171
F 1.488537 2.049823 1.388051 0.2 0.3 0.0 0.160
H 0.575565 -2.741836 -2.129000 0.6 0.3 0.0 0.066
H -0.341572 -3.172020 -0.787436 0.0 -0.1 0.5 0.077
H 1.061444 -4.136915 -1.157328 0.2 0.0 0.0 0.089
H 2.519308 -2.040463 -0.549774 -0.1 0.2 -0.2 0.130
H 1.727831 -2.915896 0.719943 -0.1 0.2 0.2 0.099
C 4.398371 -4.846464 1.476259 -0.7 0.3 -1.2 -0.043
C 5.012944 -5.695525 0.327178 1.0 -0.4 1.8 -0.147
O 4.283386 -6.949349 0.123411 -0.6 -0.6 -0.5 0.009
C 4.473182 -8.076395 0.827108 2.1 2.6 2.3 -0.345
O 5.271608 -8.175640 1.762891 -1.8 -0.2 -2.1 0.122
C 3.532183 -9.231252 0.462948 -1.3 1.6 -1.4 -0.570
F 2.684113 -8.957638 -0.595900 1.0 -0.1 1.2 0.126
F 4.257342 -10.251832 0.131699 0.7 -1.5 -0.3 0.212
F 2.779842 -9.518423 1.506204 -0.2 -0.3 0.4 0.178
H 4.586960 -3.774746 1.413313 0.9 0.0 -0.3 0.073
H 4.653155 -5.139852 2.494642 -0.1 -0.4 -0.3 0.080
H 3.325486 -4.791465 1.291899 -0.3 -0.7 0.5 0.055
H 6.035903 -5.954686 0.600124 0.0 -0.2 0.1 0.114
H 5.118259 -5.203371 -0.639661 -0.8 -0.1 0.1 0.122
C 2.261917 -7.982725 5.635966 0.6 0.6 0.5 -0.061
C 2.226044 -7.703472 4.170203 -1.0 -0.4 -0.9 -0.211
O 1.186959 -6.718076 3.932997 -0.9 1.6 -1.3 0.007
C 0.824020 -6.422694 2.633870 2.1 -3.7 1.5 -0.318
O 1.348502 -6.992236 1.702674 -0.7 1.4 0.4 0.149
C -0.401180 -5.530161 2.504416 0.6 0.6 1.0 -0.590
F -1.085673 -5.391541 3.655155 0.4 0.1 -0.6 0.169
F 0.049759 -4.349892 2.086654 0.1 1.1 0.2 0.164
F -1.191182 -5.965040 1.579772 -1.2 -0.9 -0.9 0.218
H 2.660411 -8.984247 5.798020 0.1 0.1 0.1 0.086
H 1.315609 -7.866620 6.164296 -0.1 -0.1 -0.3 0.088
H 2.961119 -7.231643 6.003511 -0.1 -0.3 0.8 0.080
H 1.933928 -8.592009 3.610497 0.3 0.1 -0.2 0.116
H 3.199676 -7.328077 3.855204 -0.2 -0.1 -0.4 0.123
C -5.144616 -3.536089 1.898149 1.1 0.2 -0.3 -0.069
C -4.643969 -2.190269 1.241396 -0.9 -1.4 0.6 -0.256
N -3.225565 -1.985628 1.247467 2.3 0.9 0.7 -0.159
C -2.563636 -1.933479 2.599717 -0.4 0.6 -1.5 -0.224
C -2.957146 -0.725241 3.434287 -0.4 -0.2 0.1 -0.080
C -2.771240 -0.781969 0.470745 -1.1 -0.7 -0.5 -0.232
C -3.227046 -0.913460 -0.963916 -0.1 -0.3 -1.0 -0.089
H -6.230678 -3.605602 1.959324 0.0 0.3 -0.2 0.070
H -4.765535 -3.762520 2.894706 0.0 0.5 0.2 0.055
H -4.771884 -4.377362 1.313829 -0.1 -0.1 -0.3 0.052
H -4.925068 -2.302440 0.194255 -0.4 0.4 0.1 0.082
H -5.199402 -1.395390 1.739148 -0.2 0.5 -0.2 0.106
H -2.780338 -2.872741 3.108558 0.3 0.1 0.1 0.097
H -1.511256 -1.809332 2.344402 0.2 -0.6 0.3 0.094
H -2.638858 0.232214 3.021881 0.1 -0.1 -0.2 0.059
H -4.045861 -0.703114 3.482499 0.0 0.2 0.5 0.069
H -2.514876 -0.800819 4.427660 -0.2 0.0 0.1 0.077
H -1.696389 -0.603695 0.438932 0.1 -1.0 0.4 0.083
H -3.113902 0.171828 0.871928 -0.6 0.1 0.3 0.109
H -2.801423 -0.134358 -1.596330 -0.2 0.2 0.1 0.057
H -4.301283 -0.977039 -1.137320 -0.1 0.7 0.3 0.062
H -2.928606 -1.854467 -1.426019 0.6 -0.2 0.3 0.051
C 6.949890 5.402743 -2.588332 -1.5 -0.7 0.6 -0.087
C 5.419452 5.574310 -2.776986 0.1 -0.7 0.1 -0.248
N 4.516665 5.195881 -1.641842 1.1 0.5 0.2 -0.168
C 3.147833 5.598403 -1.908415 -0.4 1.0 -0.4 -0.282
C 2.433771 4.878863 -3.011883 -0.4 -1.4 -0.1 -0.095
C 4.673576 3.765223 -1.251161 -0.6 1.2 0.2 -0.214
C 3.754568 3.366994 -0.050891 0.1 0.3 -1.0 -0.075
H 7.432800 5.693149 -3.521367 0.2 0.3 0.3 0.072
H 7.131371 4.337887 -2.442652 0.3 0.0 0.0 0.053
H 7.265095 5.922719 -1.683688 0.4 0.2 -0.3 0.075
H 5.271372 6.592659 -3.136365 -0.5 0.1 0.5 0.111
H 5.173805 4.935718 -3.625490 -0.1 -0.2 -0.4 0.093
H 2.497271 5.565525 -1.034457 0.4 -0.2 0.4 0.088
H 3.101151 6.643547 -2.214374 0.6 0.4 0.3 0.112
H 1.424635 5.258953 -3.170884 0.1 0.2 -0.1 0.062
H 2.973378 4.835598 -3.957949 0.0 0.2 0.0 0.076
H 2.304445 3.851077 -2.672735 -0.2 -0.4 -0.3 0.058
H 5.715918 3.623735 -0.965502 -0.1 0.0 0.1 0.100
H 4.521308 3.177149 -2.156193 -0.3 -0.7 0.0 0.093
H 2.686078 3.314241 -0.259801 0.0 0.0 -0.7 0.040
H 3.786768 4.134196 0.722716 0.6 -0.2 0.2 0.068
H 4.015556 2.372202 0.310181 0.2 0.2 0.2 0.070
C -1.269941 -0.589667 -4.671651 0.6 0.3 0.1 -0.065
C -0.725890 0.225502 -3.493760 -0.4 -0.1 0.3 -0.265
N 0.475521 1.034596 -3.711161 0.3 -0.6 -0.2 -0.174
C 0.368380 2.163381 -4.615198 -1.1 1.0 0.6 -0.241
C -0.761191 3.207021 -4.239723 1.3 -0.9 -0.2 -0.061
C 1.596680 0.140191 -4.063361 0.7 0.8 0.8 -0.246
C 3.014329 0.775666 -4.135345 -1.0 -0.2 -0.4 -0.079
H -2.215779 -1.075958 -4.432912 0.0 0.2 0.1 0.053
H -0.547315 -1.374613 -4.894762 -0.1 0.0 -0.4 0.064
H -1.390124 0.072919 -5.528748 -0.1 -0.2 -0.2 0.072
H -1.540349 0.821685 -3.082270 0.2 0.5 -0.1 0.093
H -0.491458 -0.474635 -2.691914 0.1 -0.1 0.2 0.092
H 1.327651 2.677183 -4.552609 -0.1 0.0 -0.3 0.081
H 0.153843 1.876345 -5.644606 0.3 -0.2 -0.4 0.106
H -1.723207 2.879180 -4.633609 -0.1 0.1 0.3 0.066
H -0.777126 3.360153 -3.160649 -0.2 -0.1 0.0 0.043
H -0.494627 4.156460 -4.704046 -0.1 0.0 -0.1 0.065
H 1.462725 -0.411723 -4.993708 -0.3 -0.1 -0.2 0.106
H 1.654206 -0.562652 -3.232223 -0.1 -0.4 -0.1 0.099
H 3.126402 1.409208 -5.015209 0.0 0.2 0.1 0.065
H 3.701442 -0.053490 -4.304096 0.2 0.0 0.3 0.070
H 3.248310 1.330297 -3.226642 0.1 0.0 0.0 0.057
C -3.240570 7.425565 1.258989 -0.6 0.3 -1.1 -0.082
C -2.074941 6.545380 0.834532 0.1 -0.2 1.3 -0.282
N -1.593376 6.587514 -0.513762 -1.7 0.8 -1.8 -0.208
C -0.544925 5.640067 -0.844264 -1.3 0.2 0.2 -0.231
C -0.893052 4.168272 -0.478670 1.1 0.2 0.0 -0.077
C -1.438383 7.917271 -1.171908 0.9 -0.1 2.2 -0.194
C -0.335355 8.768376 -0.412210 -0.8 -0.8 -1.1 -0.070
H -4.099052 7.113181 0.664402 -0.2 0.2 -0.1 0.075
H -3.101259 8.488776 1.063318 0.2 0.1 0.0 0.062
H -3.553703 7.325931 2.298277 0.5 -0.3 0.0 0.077
H -1.268282 6.715991 1.547477 0.4 0.0 0.4 0.092
H -2.442911 5.538364 1.031083 0.3 -0.2 0.0 0.108
H 0.350139 6.038919 -0.366893 0.7 -0.7 0.1 0.083
H -0.471914 5.781680 -1.922550 0.5 -0.5 -0.1 0.097
H -1.033835 4.003079 0.589498 -0.4 0.3 0.0 0.046
H -0.047961 3.509282 -0.677818 0.4 0.2 -0.3 0.049
H -1.707339 3.714384 -1.043492 -0.3 0.5 0.1 0.077
H -1.154508 7.821343 -2.219912 -0.1 -0.3 0.0 0.103
H -2.374282 8.473912 -1.123491 -0.1 -0.2 0.0 0.095
H 0.638958 8.352962 -0.669617 0.2 0.2 0.1 0.052
H -0.404772 9.798908 -0.760458 0.2 0.1 0.3 0.065
H -0.473586 8.685194 0.665784 -0.1 0.2 0.0 0.060
C -4.835495 -2.916907 -4.686256 0.7 -0.5 -0.3 -0.086
C -5.385077 -3.315799 -3.320559 0.2 1.3 -0.3 -0.289
N -5.515016 -4.696205 -2.947792 -1.8 0.1 0.2 -0.187
C -6.391970 -4.802382 -1.727553 1.3 -0.4 -0.6 -0.231
C -6.790416 -6.234791 -1.429692 0.0 0.1 -0.6 -0.094
C -4.237280 -5.379524 -2.848360 -0.9 0.3 0.0 -0.229
C -3.211719 -4.739630 -1.910839 0.5 0.0 -0.1 -0.072
H -3.748390 -2.846968 -4.723909 0.2 -0.2 0.1 0.046
H -5.190048 -1.906740 -4.891092 -0.1 -0.1 -0.2 0.074
H -5.109909 -3.606422 -5.484618 -0.3 0.1 0.0 0.077
H -4.747379 -2.777193 -2.619604 0.0 0.2 0.6 0.081
H -6.322198 -2.759309 -3.335699 -0.5 -0.7 0.7 0.113
H -5.803304 -4.415033 -0.895973 -0.4 0.5 0.4 0.082
H -7.316907 -4.259659 -1.922606 0.3 0.4 0.1 0.116
H -7.597080 -6.299069 -0.699447 0.1 0.1 0.1 0.072
H -7.170021 -6.585232 -2.389483 0.0 -0.6 0.1 0.079
H -5.953489 -6.847540 -1.094750 -0.1 -0.1 0.0 0.064
H -3.908553 -5.406550 -3.887257 0.6 -0.2 0.1 0.113
H -4.497990 -6.396617 -2.555679 0.4 -0.1 0.0 0.099
H -2.660445 -3.932844 -2.393858 0.2 -0.1 -0.3 0.053
H -2.497279 -5.499826 -1.594941 0.1 0.1 0.1 0.073
H -3.594125 -4.250124 -1.015158 -0.4 -0.3 0.1 0.053
C 1.135193 2.654995 5.369310 0.2 1.2 0.6 -0.029
C 0.673027 1.591164 6.329104 -2.8 -0.2 -0.1 -0.460
C 1.537148 0.373523 6.441907 -0.7 -0.8 0.2 -0.028
O -0.422936 1.678386 6.926914 3.0 -0.1 -1.4 0.040
H 2.202877 2.628866 5.151440 0.0 -0.3 0.0 0.084
H 0.931274 3.601287 5.870348 0.0 0.2 0.0 0.077
H 0.599156 2.736821 4.423762 -0.2 -0.5 0.1 0.075
H 0.894115 -0.417289 6.828188 0.3 0.1 0.7 0.083
H 2.390806 0.615329 7.075083 0.0 -0.3 0.1 0.091
H 1.885059 -0.067819 5.507940 0.2 0.7 -0.3 0.080
C 2.031621 6.311491 4.755453 -1.5 0.1 -1.0 -0.002
C 0.892000 5.899351 3.794773 -1.5 -1.9 0.1 -0.472
C 1.157288 5.296840 2.429781 1.7 0.5 0.0 -0.030
O -0.274757 5.832741 4.150079 0.9 0.9 0.6 0.044
H 2.840885 6.821734 4.233098 0.1 -0.1 0.2 0.080
H 2.339551 5.368145 5.206439 0.3 0.1 0.1 0.067
H 1.533648 6.936372 5.496840 0.4 0.0 0.1 0.084
H 0.393078 4.661421 1.982185 -0.3 0.5 0.5 0.062
H 2.080903 4.718027 2.428128 0.2 0.0 0.1 0.069
H 1.389341 6.164528 1.812242 -0.1 0.0 -0.6 0.082

=====

Record 5
13
Properties=species:S:1:pos:R:3:forces:R:3:lowdin_charge:R:1 method="wB97M-V/def2-TZVPD" energy_ha=-340.73410 lumo_energy_ev=0.61 relative_energy_kcal_mol=38.16 homo_lumo_gap_ha=0.3048 charge=0 max_force_ev_per_a=1.9 spin_multiplicity=1 e_homo_ev=-7.682 molar_mass_g_mol=98.105 smiles="NC1=CCC(O)=N1"
N 1.658117 -0.770547 1.531735 0.1 0.0 -0.1 0.113
C 0.692960 -0.383291 0.631354 -0.1 -0.2 0.1 -0.421
C -0.578668 -0.845507 0.517275 0.1 0.3 0.3 -0.070
C -1.243273 0.123797 -0.391993 0.0 0.6 0.0 -0.119
C -0.063569 0.821411 -0.963267 0.6 -0.3 -0.3 -0.449
O -0.134896 1.646489 -2.014236 0.1 0.4 0.1 0.101
N 1.000722 0.672491 -0.251757 -0.1 -0.2 -0.4 0.165
H 2.603248 -0.493335 1.319123 -0.1 -0.1 -0.1 0.087
H 1.559469 -1.705291 1.898017 0.1 0.2 0.0 0.092
H -0.996698 -1.742215 0.961669 -0.1 0.5 0.1 0.092
H -2.097529 -0.216737 -0.988750 0.4 0.4 -0.1 0.122
H -1.410895 1.167370 0.083916 -1.2 -1.4 0.4 0.169
H -1.048822 1.713306 -2.321839 0.2 -0.2 0.0 0.119